[1]
{"formula": "C4H4Li2O3", "method": "ωB97M-V/def2-TZVPD", "e_above_lowest_ev": 2.198, "orbital_gap_ev": [6.705, 9.768], "energy_ha": -395.35324, "s_squared": 0.77, "charge": 1, "fmax_ev_per_a": 3.07, "multiplicity": 2, "homo_ev": [-10.7859, -14.0075], "elements": ["O", "C", "C", "O", "O", "C", "Li", "H", "H", "C", "H", "H", "Li"], "xyz": [[0.7198, 1.0490, 0.0443], [1.8369, 0.2974, 0.1179], [-0.5027, 0.4516, 0.3100], [2.9240, 0.8644, -0.0359], [1.7338, -0.9495, 0.3430], [-1.1849, -0.1555, -0.7911], [3.7545, -0.9222, 0.2027], [-0.6349, 0.3083, 1.3869], [-0.8204, -0.2335, -1.8157], [-2.3603, 0.3373, -0.1900], [-2.8220, -0.1841, 0.6521], [-2.8887, 1.1743, -0.6496], [0.2447, -2.0374, 0.4254]], "forces_ev_per_angstrom": [[0.1, 1.1, 0.1], [0.6, 1.4, -0.1], [0.2, -1.9, -2.0], [-0.3, -0.7, 0.0], [-0.2, -1.4, 0.2], [2.4, -0.9, 1.7], [-0.3, 0.6, 0.0], [-0.4, -0.1, -0.4], [-0.2, 0.2, 0.4], [-1.8, 1.2, 0.3], [-0.1, 0.3, -0.3], [0.1, -0.1, 0.4], [0.0, 0.5, -0.3]]}


[2]
{"formula": "C4H4LiO5Tl", "method": "ωB97M-V/def2-TZVPD", "e_above_lowest_ev": 3.418, "orbital_gap_ev": [3.589, 3.333], "energy_ha": -710.91376, "charge": 0, "fmax_ev_per_a": 11.11, "homo_ev": [-4.2198, -3.8862], "elements": ["O", "C", "C", "O", "O", "C", "H", "H", "H", "H", "Tl", "O", "C", "O", "Li"], "xyz": [[-3.1456, -0.7874, -0.9542], [-2.1661, -1.6148, -1.3602], [-3.6886, -0.0924, -2.0490], [-1.8038, -2.5950, -0.6851], [-2.0922, -1.5975, -2.7009], [-3.1758, -0.8815, -3.2409], [-3.3304, 0.9380, -2.0640], [-4.7782, -0.1085, -2.0155], [-2.8349, -0.2064, -4.0264], [-3.9337, -1.5579, -3.6381], [-1.1924, -2.1729, 1.6710], [0.7106, 0.0341, 0.2678], [0.5678, 0.3520, -0.8225], [0.7993, 1.1373, -1.8366], [1.6640, 2.0481, 0.5130]], "forces_ev_per_angstrom": [[0.4, -0.2, 1.2], [-1.3, -1.8, -0.2], [-0.3, 0.6, -0.7], [0.2, 1.7, -0.6], [1.1, -0.7, 0.3], [-0.4, 0.9, -0.4], [0.0, 0.0, 0.2], [0.1, 0.0, 0.3], [0.1, -0.3, 0.0], [0.2, -0.2, 0.0], [0.2, 0.4, -0.2], [1.8, -0.5, 5.6], [-1.7, 2.8, -10.6], [-0.3, -2.6, 5.4], [-0.2, -0.2, -0.2]]}


[3]
{"formula": "C4H4N2", "method": "ωB97M-V/def2-TZVPD", "e_above_lowest_ev": 4.667, "orbital_gap_ev": 7.412, "energy_ha": -264.15491, "smiles": "c1ccnnc1", "charge": 0, "fmax_ev_per_a": 6.04, "homo_ev": -7.9761, "elements": ["C", "C", "C", "N", "N", "C", "H", "H", "H", "H"], "xyz": [[0.3007, 0.9482, 0.1331], [0.3885, -0.0771, 1.0452], [0.0158, -1.3269, 0.5038], [-0.3546, -1.3936, -0.7635], [-0.2353, -0.2450, -1.4450], [-0.7759, 0.8751, -0.9849], [0.8639, 1.8784, 0.2025], [0.9051, 0.0060, 2.0004], [-0.0829, -2.2332, 1.1036], [-1.0254, 1.5681, -1.7952]], "forces_ev_per_angstrom": [[-3.4, 1.9, 0.8], [1.4, -0.1, -0.7], [-2.1, -0.2, 0.1], [2.5, -0.3, 2.0], [-4.2, -1.0, -4.0], [5.8, -1.0, 1.4], [-0.5, 0.1, 0.4], [0.3, 0.0, -0.5], [0.0, 0.2, -0.2], [0.3, 0.4, 0.7]]}


[4]
{"formula": "C4H4N2", "method": "ωB97M-V/def2-TZVPD", "e_above_lowest_ev": 4.310, "orbital_gap_ev": [7.179, 7.266], "energy_ha": -264.16803, "charge": 0, "fmax_ev_per_a": 0.57, "homo_ev": [-8.8617, -8.9828], "elements": ["C", "C", "N", "C", "N", "C", "H", "H", "H", "H"], "xyz": [[-1.3955, -0.2060, -0.1179], [-0.6328, 1.0306, 0.0481], [0.8080, 1.0734, 0.1511], [1.3933, -0.0502, 0.0011], [0.7921, -1.3143, -0.1453], [-0.5013, -1.3691, -0.0645], [-1.0673, 1.5573, 0.9195], [-0.9414, 1.7356, -0.7444], [2.4819, -0.0874, 0.0269], [-0.9369, -2.3700, -0.0746]], "forces_ev_per_angstrom": [[0.6, 0.0, 0.0], [-0.1, 0.0, 0.0], [0.0, -0.4, 0.0], [0.0, 0.2, 0.0], [-0.3, 0.2, 0.0], [-0.1, 0.0, -0.1], [0.0, -0.1, 0.0], [0.0, -0.1, 0.0], [-0.2, 0.0, 0.0], [0.1, 0.2, 0.1]]}


[5]
{"formula": "C4H4N2", "method": "ωB97M-V/def2-TZVPD", "e_above_lowest_ev": 6.334, "orbital_gap_ev": [7.664, 7.665], "energy_ha": -264.09365, "charge": 0, "fmax_ev_per_a": 5.92, "homo_ev": [-9.4701, -9.4709], "elements": ["C", "C", "C", "C", "N", "N", "H", "H", "H", "H"], "xyz": [[0.1112, -2.9345, -0.2223], [-0.5793, -3.8391, 0.2326], [0.6548, -1.7914, -0.8144], [0.1851, -0.5336, -0.3877], [-0.4000, -0.5057, 0.7625], [-0.6914, 0.7643, 1.1106], [1.3823, -1.9642, -1.6877], [0.4301, 0.2643, -1.0852], [-0.6388, 1.3560, 0.3612], [-1.5391, 0.7345, 1.6142]], "forces_ev_per_angstrom": [[3.1, 4.4, -2.5], [-1.8, -2.7, 1.2], [-0.3, -4.3, -0.3], [1.0, -1.0, -0.3], [0.5, 1.6, -1.0], [0.0, -2.4, 2.1], [-1.1, 0.7, 1.4], [-0.3, 0.8, 0.6], [-0.2, 2.3, -2.0], [-0.9, 0.6, 0.8]]}


[6]
{"formula": "C4H4N2", "method": "ωB97M-V/def2-TZVPD", "e_above_lowest_ev": 1.164, "orbital_gap_ev": 9.501, "energy_ha": -264.28365, "smiles": "[H]/N=C1\\C=CC=N1", "charge": 0, "fmax_ev_per_a": 1.09, "homo_ev": -10.2316, "elements": ["H", "N", "C", "C", "C", "C", "N", "H", "H", "H"], "xyz": [[-2.5471, 0.8350, -0.0411], [-1.9408, 0.6707, -0.8578], [-0.7901, 0.2913, -0.4851], [-0.2888, -0.0283, 0.8784], [0.9925, -0.3831, 0.7227], [1.2704, -0.2957, -0.7561], [0.2364, 0.0713, -1.4373], [-0.8618, 0.0413, 1.7894], [1.7114, -0.6678, 1.4492], [2.2179, -0.5346, -1.2623]], "forces_ev_per_angstrom": [[0.2, -0.3, -0.3], [0.0, 0.3, 0.4], [-0.8, 0.0, 0.0], [0.7, 0.0, -0.1], [-0.5, 0.3, -0.9], [-0.6, 0.0, -0.2], [1.0, -0.3, 0.2], [0.0, 0.0, 0.0], [0.4, -0.2, 0.5], [-0.4, 0.1, 0.4]]}


[7]
{"formula": "C4H4N2", "method": "ωB97M-V/def2-TZVPD", "e_above_lowest_ev": 4.605, "orbital_gap_ev": [10.131, 10.130], "energy_ha": -264.15720, "smiles": "C1=C=NC=NC=1.[H][H]", "charge": 0, "fmax_ev_per_a": 0.47, "homo_ev": [-9.9275, -9.9271], "elements": ["C", "C", "N", "C", "N", "C", "H", "H", "H", "H"], "xyz": [[-1.3118, -0.3751, -0.0392], [-0.4206, 0.5425, 0.0184], [0.7841, 0.9156, 0.0529], [1.4796, -0.2639, 0.0042], [0.9035, -1.4509, -0.0628], [-0.4438, -1.5073, -0.0849], [2.5609, -0.1842, 0.0233], [-0.8661, -2.5087, -0.1432], [-1.3444, 2.3936, 0.4866], [-1.3412, 2.4383, -0.2552]], "forces_ev_per_angstrom": [[0.3, 0.2, 0.0], [0.2, -0.3, 0.0], [-0.4, -0.2, 0.0], [0.1, -0.3, 0.0], [-0.1, 0.2, 0.0], [0.1, -0.3, 0.0], [-0.1, 0.0, 0.0], [0.1, 0.1, 0.0], [-0.1, 0.3, 0.0], [-0.1, 0.3, 0.0]]}


[8]
{"formula": "C4H4N2O", "method": "ωB97M-V/def2-TZVPD", "e_above_lowest_ev": 2.592, "orbital_gap_ev": 11.561, "energy_ha": -339.48640, "smiles": "N#CCOCC#N", "charge": 0, "fmax_ev_per_a": 2.50, "homo_ev": -11.5177, "elements": ["N", "C", "C", "O", "C", "C", "N", "H", "H", "H", "H"], "xyz": [[2.8061, -0.6456, 1.1889], [2.0301, -0.4496, 0.3536], [0.9908, -0.0004, -0.5919], [-0.0717, -0.9056, -0.7405], [-1.2492, -0.4524, -0.0737], [-1.1386, 0.9115, 0.4596], [-1.6825, 1.7647, 1.0163], [1.4148, 0.3015, -1.5610], [0.5188, 0.9518, -0.0852], [-2.1023, -0.4087, -0.7642], [-1.5163, -1.0672, 0.7983]], "forces_ev_per_angstrom": [[-0.7, 0.0, -0.9], [0.6, 0.0, 0.8], [-0.4, 1.5, 0.7], [-0.3, 0.4, 0.2], [0.2, -0.4, -0.3], [-2.3, 0.2, 0.9], [0.9, 0.4, -0.2], [-0.1, -0.3, 0.3], [1.7, -1.2, -1.1], [0.3, -0.3, 0.0], [0.2, -0.2, -0.4]]}


[9]
{"formula": "C4H4N2O", "method": "ωB97M-V/def2-TZVPD", "e_above_lowest_ev": 2.644, "orbital_gap_ev": 9.419, "energy_ha": -339.48450, "smiles": "[H]/N=c1/cccno1", "charge": 0, "fmax_ev_per_a": 0.51, "homo_ev": -9.5417, "elements": ["H", "N", "C", "C", "C", "C", "N", "O", "H", "H", "H"], "xyz": [[2.6614, 0.8194, 0.5344], [2.2744, -0.0826, 0.2390], [1.1191, 0.0757, -0.2443], [0.1717, -1.0237, -0.4264], [-1.0901, -0.7532, -0.0525], [-1.4287, 0.6293, 0.2313], [-0.6727, 1.6332, -0.0333], [0.5983, 1.3323, -0.4976], [0.5601, -2.0206, -0.6100], [-1.8276, -1.5228, 0.1540], [-2.3659, 0.9131, 0.7054]], "forces_ev_per_angstrom": [[0.1, -0.2, -0.4], [-0.2, 0.2, -0.2], [0.0, -0.2, 0.3], [-0.2, -0.1, 0.4], [0.3, -0.1, 0.2], [0.2, 0.3, 0.1], [-0.4, -0.2, 0.2], [0.3, 0.1, 0.0], [-0.1, 0.2, 0.0], [0.1, 0.1, -0.4], [0.0, -0.1, -0.3]]}


[10]
{"formula": "C4H4N2O", "method": "ωB97M-V/def2-TZVPD", "e_above_lowest_ev": 3.558, "orbital_gap_ev": 8.910, "energy_ha": -339.45092, "charge": 0, "fmax_ev_per_a": 8.00, "homo_ev": -9.4730, "elements": ["C", "C", "C", "C", "H", "H", "H", "H", "N", "N", "O"], "xyz": [[0.4886, 0.4293, 0.4346], [-0.7053, 0.9858, 0.1132], [-1.2128, -0.8558, -1.0346], [0.6973, -0.9449, 0.2292], [2.0513, 0.7505, 1.8892], [-0.7231, 2.2724, 0.0811], [-1.8631, -1.3315, -1.6942], [1.6795, -1.2894, 0.4041], [-1.6212, 0.3843, -0.6198], [-0.1624, -1.6596, -0.7079], [1.3711, 1.2590, 0.9051]], "forces_ev_per_angstrom": [[-0.3, -3.4, 0.5], [-1.5, 4.9, -2.1], [0.4, -0.8, 1.3], [-2.6, 0.4, -3.6], [-3.1, 2.2, -4.6], [-0.3, -3.9, 0.8], [-1.2, -0.6, -1.1], [0.7, -1.0, 0.5], [1.5, -1.5, -0.4], [0.9, 4.1, 2.9], [5.5, -0.4, 5.8]]}


[11]
{"formula": "C4H4N2O", "method": "ωB97M-V/def2-TZVPD", "e_above_lowest_ev": 1.051, "orbital_gap_ev": 9.834, "energy_ha": -339.54305, "smiles": "O=Cc1cnc[nH]1", "charge": 0, "fmax_ev_per_a": 0.57, "homo_ev": -9.4800, "elements": ["O", "C", "C", "C", "N", "C", "N", "H", "H", "H", "H"], "xyz": [[-2.8414, -0.2268, 0.0416], [-1.6881, -0.4578, 0.2844], [-0.4667, -0.0978, -0.4582], [-0.0003, 1.1963, -0.5617], [1.3230, 1.2757, -0.2329], [1.6725, 0.0408, 0.0556], [0.6522, -0.8244, -0.0909], [-1.3615, -0.8789, 1.2563], [-0.5903, 2.0799, -0.7659], [2.6190, -0.2788, 0.4676], [0.6816, -1.8282, 0.0040]], "forces_ev_per_angstrom": [[0.2, 0.1, -0.2], [-0.4, 0.1, -0.1], [0.1, 0.2, 0.3], [-0.2, 0.1, 0.0], [0.1, -0.2, -0.1], [0.2, 0.0, 0.0], [0.1, 0.0, 0.2], [-0.4, -0.4, 0.1], [0.1, -0.1, 0.1], [0.1, 0.1, -0.4], [0.1, 0.2, 0.2]]}


[12]
{"formula": "C4H4N2O", "method": "ωB97M-V/def2-TZVPD", "e_above_lowest_ev": 2.906, "orbital_gap_ev": 8.972, "energy_ha": -339.47488, "smiles": "N=C=C/N=C\\C=O", "charge": 0, "fmax_ev_per_a": 0.73, "homo_ev": -8.9434, "elements": ["N", "C", "C", "N", "C", "C", "O", "H", "H", "H", "H"], "xyz": [[2.0968, 0.4866, 0.7610], [1.3778, -0.4088, 0.3453], [0.5656, -1.4054, 0.0227], [-0.8172, -1.3321, -0.2098], [-1.4902, -0.2537, -0.2554], [-1.0145, 1.1699, -0.1151], [-0.2839, 1.7174, -0.9071], [2.5548, 1.0620, 0.0530], [0.9915, -2.4004, -0.0548], [-2.5703, -0.3480, -0.4077], [-1.4105, 1.7124, 0.7679]], "forces_ev_per_angstrom": [[-0.4, -0.6, -0.2], [0.2, 0.3, 0.1], [0.2, 0.0, 0.0], [-0.1, 0.4, 0.0], [0.1, -0.2, 0.0], [0.3, 0.1, -0.3], [-0.3, -0.2, 0.3], [0.0, 0.0, 0.0], [0.0, 0.2, 0.0], [0.1, 0.0, 0.1], [0.0, 0.0, -0.1]]}